The molecule CH3NO2S. Source: the OMol25 dataset; level of theory: wB97M-V/def2-TZVPD.

Last column: Mulliken spin population.
Geometry (Å):
H  1.1603  0.4839  0.3924  0.000
O  -0.6849  2.7429  -0.3957  0.497
H  -1.9970  1.3248  -0.8342  0.092
S  -0.7512  0.4093  1.3263  0.449
O  -1.8099  -0.5880  1.5244  0.246
C  -1.1329  1.6573  -0.2568  0.580
N  0.3876  -0.1837  0.3472  0.129
H  0.7194  -1.1081  0.6731  0.008

As for the spin multiplicity: 3. The calculation puts the HOMO-LUMO gap (alpha / beta) at 6.609 / 8.188 eV. Its HOMO energy (alpha / beta) is -6.13 / -10.56 eV. The total charge is 0.

---

The molecule CH3NO2S2. Source: the OMol25 dataset; level of theory: wB97M-V/def2-TZVPD.

Last column: natural (NBO) charge in e.
Geometry (Å):
H  -1.9331  0.8300  -0.5739  0.388
S  1.3207  -2.0814  1.0285  0.234
C  1.0422  -1.0526  -0.1318  -0.642
N  -1.4869  0.2494  0.0740  -1.023
S  0.2361  0.5703  -0.0799  2.221
O  0.5663  1.2520  1.1102  -0.913
O  0.5262  1.0884  -1.4038  -0.913
H  1.4667  -1.4689  -1.0548  0.248
H  -1.7381  0.6128  1.0314  0.400

The calculation puts the HOMO-LUMO gap at 8.189 eV. As for the SMILES: NS(=O)(=O)C=S. Its HOMO energy is -9.61 eV. The total charge is 0.

---

A cluster of 2 separate species, CH3NO2S2 in total. Source: the OMol25 dataset; level of theory: wB97M-V/def2-TZVPD.

Last column: natural (NBO) charge in e.
Geometry (Å):
S  -2.5105  -0.2264  -0.2144  0.321
H  -0.3709  2.0090  -1.7584  0.001
H  0.8598  1.3057  0.6452  0.427
S  0.4769  -0.7484  -0.1856  2.254
O  1.5382  -0.7568  -1.1294  -0.883
N  0.7573  0.3246  1.0150  -1.080
C  -1.0789  0.0003  -0.7249  -0.551
H  0.1819  0.0672  1.8846  0.438
O  0.1462  -1.9752  0.4678  -0.927

The calculation puts the HOMO-LUMO gap (alpha / beta) at 8.880 / 7.422 eV. Its HOMO energy (alpha / beta) is -10.37 / -8.86 eV. The total charge is 0.

---

The molecule CH3NO2S2. Source: the OMol25 dataset; level of theory: wB97M-V/def2-TZVPD.

Last column: natural (NBO) charge in e.
Geometry (Å):
O  1.7324  0.0914  0.3630  -0.931
H  0.1930  1.6882  1.0040  0.428
H  -0.0772  -2.1528  -0.7282  0.247
C  -0.3608  -1.3826  0.0611  -0.563
S  0.5255  0.1529  -0.4189  2.235
H  -1.2537  1.5676  -0.0445  0.413
O  0.6220  0.0543  -1.8293  -0.921
N  -0.2617  1.5352  0.0644  -1.052
S  -1.1195  -1.5542  1.5284  0.145

The calculation puts the HOMO-LUMO gap at 8.141 eV. As for the SMILES: NS(=O)(=O)C=S. Its HOMO energy is -9.75 eV. The total charge is 0.

---

A structure of composition CH3NO2S2. Source: the OMol25 dataset; level of theory: wB97M-V/def2-TZVPD.

Last column: natural (NBO) charge in e.
Geometry (Å):
S  -0.3871  2.1507  -0.4599  -0.311
H  -0.0387  2.3931  0.7991  0.130
C  0.9113  0.1529  -0.3846  0.040
N  -0.1036  -0.6938  -0.2309  0.071
O  0.0518  -1.9994  0.2136  -0.495
O  -1.4558  -0.5750  -0.5272  -0.507
S  2.5001  0.1485  -0.3664  0.098
H  -1.6310  0.3361  -0.2434  0.493
H  0.1530  -1.9131  1.1997  0.479

The calculation puts the HOMO-LUMO gap at 8.046 eV. Its HOMO energy is -9.10 eV. The total charge is 0.

---

The molecule CH3NO2S2. Source: the OMol25 dataset; level of theory: wB97M-V/def2-TZVPD.

Last column: natural (NBO) charge in e.
Geometry (Å):
S  0.3416  -1.5824  -0.7464  -0.022
O  0.4974  1.2588  -0.4401  -0.589
S  0.3445  0.3086  -1.8487  1.400
N  0.6974  0.5328  0.7831  -0.339
C  -0.1494  -0.6086  0.7365  -0.396
H  -1.2720  -0.3363  0.6764  0.206
H  0.3573  1.1928  1.5585  0.370
O  -0.9533  0.5114  -2.4409  -0.884
H  0.1363  -1.2771  1.7218  0.254

The calculation puts the HOMO-LUMO gap at 9.921 eV. Its HOMO energy is -9.70 eV. The total charge is 0.